[1]
{
  "formula": "C36H50N6O2PS2SeSiTl",
  "method": "ωB97M-V/def2-TZVPD",
  "relative_energy_kj_mol": 72.43,
  "lumo_ev": 3.9992,
  "total_charge": -2,
  "elements": ["Tl", "N", "C", "S", "N", "N", "C", "C", "C", "C", "C", "C", "N", "H", "H", "H", "H", "H", "H", "H", "C", "C", "C", "C", "C", "C", "C", "S", "O", "O", "N", "C", "C", "C", "C", "C", "N", "H", "H", "H", "H", "H", "H", "H", "H", "H", "H", "H", "C", "C", "C", "C", "P", "C", "C", "C", "C", "C", "C", "C", "C", "C", "C", "H", "H", "H", "H", "H", "H", "H", "H", "H", "H", "H", "H", "H", "H", "H", "H", "H", "H", "H", "H", "H", "H", "H", "C", "Si", "C", "C", "Se", "H", "H", "H", "H", "H", "H", "H", "H", "H"],
  "positions_angstrom": [[-0.92419, -0.30963, 0.52441], [-4.50932, 1.18835, 3.49831], [-3.19994, 0.89410, 3.15800], [-2.45200, 1.92754, 2.01265], [-2.72565, -0.14405, 3.82427], [-1.46298, -0.49800, 3.47760], [-1.00731, -1.52209, 4.08723], [0.28999, -2.10371, 3.73803], [0.70396, -3.28096, 4.36997], [1.91170, -3.84724, 4.02009], [2.68824, -3.23184, 3.04637], [2.19882, -2.07091, 2.46870], [1.04001, -1.51426, 2.80068], [-4.98007, 1.73478, 2.79578], [-5.02135, 0.38845, 3.84150], [-1.61470, -2.03694, 4.83339], [0.05637, -3.74693, 5.10116], [2.24038, -4.76745, 4.48905], [3.63872, -3.64210, 2.73080], [2.76571, -1.55808, 1.69553], [-2.22109, -5.13048, -5.65382], [-2.32550, -3.80516, -4.94501], [-2.11792, -3.71037, -3.57232], [-2.19452, -2.49079, -2.91870], [-2.49184, -1.34460, -3.64275], [-2.71392, -1.41903, -5.01073], [-2.62910, -2.64614, -5.65352], [-2.50741, 0.22356, -2.79220], [-3.06001, -0.05852, -1.48236], [-3.26895, 1.12143, -3.64631], [-0.99426, 0.58896, -2.59564], [-0.18003, 0.98736, -3.60622], [-0.60658, 1.41886, -4.89063], [0.32689, 1.80473, -5.82251], [1.68404, 1.78522, -5.50456], [2.01260, 1.36510, -4.22768], [1.13808, 0.97498, -3.31017], [-2.09605, -5.94470, -4.93994], [-1.36541, -5.14695, -6.33371], [-3.11445, -5.33657, -6.24792], [-1.90294, -4.60069, -2.99126], [-2.05376, -2.44382, -1.84300], [-2.97344, -0.51931, -5.55238], [-2.80962, -2.70468, -6.72267], [-1.66434, 1.46163, -5.10349], [-0.00280, 2.13510, -6.80239], [2.44828, 2.08838, -6.20800], [3.05611, 1.33795, -3.91621], [1.87708, 5.61202, 0.67077], [2.71057, 4.39053, 0.27570], [4.19041, 4.66598, 0.54075], [2.53761, 4.15535, -1.23330], [1.92621, 2.86412, 1.05686], [3.14288, 1.55689, 0.60446], [2.71144, 0.67403, -0.38569], [3.52339, -0.36560, -0.82460], [4.77589, -0.55258, -0.26225], [5.22089, 0.31474, 0.73026], [4.41481, 1.36192, 1.15105], [2.00479, 2.99967, 2.93781], [3.18624, 3.72295, 3.58581], [1.91991, 1.56914, 3.47077], [0.71398, 3.71813, 3.35955], [2.16320, 6.46601, 0.04681], [2.03531, 5.89343, 1.71333], [0.81057, 5.42732, 0.52693], [4.50307, 5.53838, -0.04622], [4.81075, 3.82419, 0.22967], [4.39980, 4.88070, 1.58727], [2.84853, 5.05158, -1.78166], [1.50097, 3.93214, -1.49122], [3.14867, 3.31844, -1.57708], [1.74131, 0.80767, -0.84776], [3.15582, -1.02718, -1.59936], [5.40570, -1.37116, -0.59100], [6.19872, 0.17440, 1.17693], [4.78130, 2.02606, 1.92238], [4.14994, 3.27777, 3.33656], [3.07362, 3.66881, 4.67477], [3.21585, 4.78017, 3.31604], [2.85479, 1.02158, 3.33925], [1.12375, 0.99891, 2.98895], [1.68539, 1.60027, 4.53982], [0.68044, 4.74980, 3.00252], [0.66074, 3.74135, 4.45370], [-0.17228, 3.19864, 2.99241], [-4.77047, -4.38518, -0.72320], [-4.05842, -3.55272, 0.82301], [-4.91794, -1.88635, 0.97473], [-4.67459, -4.58715, 2.29196], [-1.85388, -3.43832, 0.77414], [-5.85503, -4.51900, -0.64600], [-4.30594, -5.36342, -0.87241], [-4.55994, -3.77799, -1.60657], [-5.96794, -2.02320, 1.25868], [-4.86784, -1.32618, 0.03793], [-4.42437, -1.28060, 1.73757], [-5.72511, -4.87154, 2.16390], [-4.58366, -4.01163, 3.21707], [-4.07537, -5.49378, 2.40081]]
}

---

[2]
{
  "formula": "C36H51Cl3N5O14",
  "method": "ωB97M-V/def2-TZVPD",
  "lumo_ev": -3.9923,
  "total_charge": 1,
  "elements": ["C", "C", "C", "C", "O", "C", "C", "C", "C", "Cl", "N", "C", "N", "C", "C", "O", "O", "C", "C", "O", "C", "Cl", "C", "C", "Cl", "N", "C", "N", "C", "C", "C", "C", "C", "N", "O", "C", "O", "C", "H", "H", "H", "H", "H", "H", "H", "H", "H", "H", "H", "H", "H", "H", "H", "H", "H", "H", "H", "H", "H", "H", "H", "H", "H", "H", "H", "H", "H", "H", "H", "H", "H", "H", "H", "H", "H", "H", "H", "H", "H", "H", "H", "C", "C", "C", "O", "C", "C", "C", "O", "O", "O", "H", "H", "H", "H", "C", "C", "C", "O", "C", "C", "C", "O", "O", "O", "H", "H", "H", "H"],
  "positions_angstrom": [[-3.55757, 2.18347, -2.57697], [-2.93866, 2.04546, -1.03775], [-1.72642, 3.12544, -0.81036], [-0.20934, 2.42399, -0.77696], [-0.25818, 1.23126, -1.63070], [1.05938, 0.64695, -1.88457], [1.77295, 1.62004, -3.00258], [0.74065, 2.35704, -4.03949], [1.66924, 3.44727, -4.90422], [-0.02909, 1.23972, -5.30863], [0.82043, -0.62587, -2.72481], [1.73520, -1.74098, -2.26957], [1.62440, -3.07950, -2.59007], [2.65344, -4.05547, -1.98092], [1.97742, -5.36951, -1.27605], [1.56811, -6.48630, -1.90725], [1.82916, -5.39531, 0.21695], [3.01973, -6.16557, 0.70887], [4.32080, -6.54103, -0.23299], [3.09561, -6.55845, 2.00824], [0.59302, -3.69802, -3.49983], [0.43071, -2.81157, -5.16231], [-0.91995, -3.81963, -2.90739], [-1.06531, -3.85384, -1.28206], [-2.11764, -2.53906, -3.61655], [2.74241, -0.98748, -1.41627], [4.09452, -0.68752, -2.01945], [4.51629, -1.66103, -3.12709], [4.94873, -0.90690, -4.36849], [2.04585, 0.17559, -0.67603], [1.48865, -0.59002, 0.65157], [-0.08450, -1.03492, 0.62353], [-0.44455, -2.22177, 1.72102], [0.58890, -2.88195, 2.62167], [-1.72090, -2.65334, 1.86443], [3.15162, 1.24335, -0.04953], [2.56883, 2.26910, 0.82737], [3.36296, 2.48699, 2.04606], [-3.89830, 3.31930, -2.71140], [-4.47441, 1.48196, -2.77263], [-2.67923, 2.01650, -3.33476], [-2.69090, 0.94363, -0.73090], [-3.83072, 2.38794, -0.32294], [-1.88561, 3.66617, 0.21672], [-1.79894, 3.96599, -1.65503], [-0.03753, 2.14073, 0.36253], [0.52793, 3.26307, -1.12469], [2.46694, 2.44994, -2.55511], [2.47535, 0.92435, -3.67149], [-0.09073, 3.01785, -3.52295], [2.38962, 4.01064, -4.16608], [2.24080, 2.87934, -5.77499], [0.89572, 4.17768, -5.44596], [-0.20511, -0.72764, -2.56310], [3.39294, -3.53798, -1.23686], [3.29650, -4.43653, -2.89607], [5.20819, -7.04419, 0.37503], [4.77378, -5.57550, -0.72454], [4.00581, -7.35434, -1.04277], [0.93293, -4.80306, -3.79798], [-1.35333, -4.86011, -3.30260], [-0.09927, -3.60918, -0.67329], [-1.59111, -4.87139, -0.95330], [-1.85542, -3.00600, -0.99522], [4.89752, -0.81883, -1.16258], [4.21554, 0.38339, -2.47525], [5.39557, -2.12888, -2.78053], [4.96661, -1.67744, -5.27493], [4.24363, -0.01016, -4.66554], [6.05187, -0.50923, -4.16148], [2.11781, -1.60012, 0.75089], [1.66526, -0.02242, 1.67299], [-0.45099, -1.26087, -0.46416], [-0.70803, -0.08223, 0.98289], [0.07445, -3.15227, 3.49533], [0.96764, -3.70982, 2.11138], [3.74409, 1.83860, -0.89807], [3.94026, 0.64210, 0.61181], [3.39297, 1.49193, 2.66080], [4.40756, 2.90159, 1.71934], [2.80955, 3.31212, 2.69665], [-1.91823, 0.53324, 5.86783], [-1.61135, 0.16392, 4.62278], [-0.89730, 1.08551, 3.69626], [-0.61201, 0.71125, 2.56420], [-0.56264, 2.43198, 4.18579], [-0.87270, 2.80229, 5.42972], [-1.56192, 1.87117, 6.36468], [-1.81738, 2.23392, 7.50805], [-0.56356, 4.06711, 5.89538], [-1.94537, -1.09107, 4.14787], [-2.43507, -0.12732, 6.55256], [-0.05968, 3.09787, 3.49633], [-0.88840, 4.09059, 6.82189], [-1.61515, -1.11656, 3.22343], [-5.25343, 2.11316, 2.30852], [-6.28872, 2.74555, 1.75266], [-7.08995, 3.73981, 2.51890], [-8.02394, 4.31889, 1.97543], [-6.72323, 3.98602, 3.92228], [-5.69006, 3.35096, 4.47897], [-4.87226, 2.37757, 3.70447], [-3.91724, 1.82321, 4.23812], [-5.34159, 3.57558, 5.79818], [-6.65459, 2.50027, 0.44190], [-4.66109, 1.38978, 1.76247], [-7.32485, 4.69774, 4.47296], [-4.56308, 3.00029, 5.96392], [-7.42928, 3.08000, 0.27446]]
}

---

[3]
{
  "formula": "C36H51ClNO2P2Tl",
  "method": "ωB97M-V/def2-TZVPD",
  "lumo_ev": 4.3844,
  "total_charge": -2,
  "elements": ["Tl", "C", "C", "C", "P", "C", "C", "C", "C", "C", "C", "C", "C", "C", "C", "N", "C", "C", "C", "C", "C", "C", "C", "P", "C", "C", "C", "C", "C", "C", "H", "H", "H", "H", "H", "H", "H", "H", "H", "H", "H", "H", "H", "H", "H", "H", "H", "H", "H", "H", "H", "H", "H", "H", "H", "H", "H", "H", "H", "H", "H", "H", "H", "H", "H", "H", "H", "H", "H", "H", "C", "C", "C", "C", "C", "C", "C", "C", "C", "C", "O", "O", "H", "H", "H", "H", "H", "H", "H", "H", "H", "H", "H", "Cl"],
  "positions_angstrom": [[-0.98515, 0.11564, -1.42632], [2.31629, 1.32324, -0.05804], [2.94785, -0.06530, 0.15301], [4.45275, -0.05793, -0.05807], [1.99327, -1.20388, -0.91184], [3.21112, -1.62200, -2.24382], [2.67187, -2.88930, -3.08728], [3.17605, -0.39520, -3.14488], [2.00694, -2.56096, 0.33326], [2.93555, -3.59521, 0.51551], [2.94500, -4.43119, 1.61847], [4.16479, -5.34190, 1.83485], [1.93590, -4.21389, 2.53774], [0.92010, -3.26824, 2.42847], [0.98657, -2.37922, 1.33090], [0.02309, -1.40139, 1.15368], [-0.43749, -0.80222, 2.24785], [0.36780, -0.48414, 3.42241], [-0.07709, 0.47352, 4.26681], [-1.29168, 1.10482, 4.26207], [-1.61430, 2.11925, 5.32108], [-2.08988, 0.81990, 3.17568], [-1.74645, -0.21036, 2.24270], [-2.73891, -0.72427, 0.84648], [-2.86480, -2.51805, 1.28028], [-3.41466, -2.79571, 2.63362], [-3.57932, -3.28835, 0.14863], [-4.49978, 0.01161, 1.00192], [-4.58406, 1.56115, 0.75305], [-5.44438, -0.30598, 2.20646], [2.75630, 2.07496, 0.61081], [1.28947, 1.29654, 0.23931], [2.40488, 1.59439, -1.09557], [2.54265, -0.25963, 1.09544], [4.73475, 0.33287, -1.07968], [4.93993, -1.02623, -0.06289], [4.99161, 0.40903, 0.77539], [4.22113, -1.84416, -1.78361], [1.59169, -2.64967, -3.23304], [2.77342, -3.80787, -2.55878], [3.10028, -2.82184, -4.09445], [2.15942, 0.12975, -3.19255], [3.51826, -0.67076, -4.14168], [3.86845, 0.37777, -2.84236], [3.62055, -3.85929, -0.25431], [3.70117, -6.34753, 2.27737], [5.01045, -4.93003, 2.50856], [4.57653, -5.62562, 0.85138], [1.88787, -4.96350, 3.40199], [0.09669, -3.18652, 3.12391], [1.40374, -0.98762, 3.59175], [0.62448, 0.87414, 5.07228], [-2.23013, 1.58145, 6.09493], [-2.29226, 2.87108, 4.84952], [-0.70912, 2.58574, 5.66271], [-3.05473, 1.30813, 2.96682], [-1.82378, -2.77667, 1.24606], [-4.49756, -2.50876, 2.65721], [-2.92220, -2.28549, 3.44375], [-3.54526, -3.85729, 2.87802], [-4.58840, -2.91554, -0.03683], [-3.65885, -4.38174, 0.38020], [-2.94974, -3.26019, -0.76275], [-4.94810, -0.50103, 0.15103], [-4.24956, 2.12106, 1.64635], [-5.65856, 1.75351, 0.51425], [-4.03100, 1.99300, -0.06872], [-6.07796, -1.26221, 2.16348], [-6.21202, 0.52858, 2.25494], [-4.82915, -0.26459, 3.07399], [3.12388, 3.78641, -4.10764], [1.69924, 3.73082, -3.62478], [1.36808, 3.92809, -2.28420], [0.09504, 4.04351, -1.77203], [-0.14436, 4.34650, -0.36190], [-0.94450, 3.64749, -2.64330], [-0.67561, 3.48026, -4.01068], [-1.77455, 3.10761, -5.04631], [0.61992, 3.55245, -4.49899], [-2.37174, 3.43817, -2.16324], [-2.97228, 4.51781, -1.94395], [-2.78204, 2.25203, -2.10278], [3.82676, 4.37128, -3.51329], [3.18965, 4.16667, -5.11704], [3.56734, 2.78786, -4.18080], [2.18632, 4.23640, -1.58418], [0.65768, 4.90987, 0.13934], [-0.21420, 3.38082, 0.07415], [-1.11763, 4.79779, -0.26092], [-2.48246, 2.49519, -4.48090], [-1.37407, 2.39534, -5.79771], [-2.21427, 3.92999, -5.58436], [0.72993, 3.38987, -5.57347], [-1.21843, -2.50495, -2.66992]]
}

---

Per-record HOMO energy, eV: -1.666; -11.428; -1.363
Per-record electronic energy, eV: -160060.3802; -111819.5710; -79539.7605